Entry 1:
The following is a quantum chemistry calculation of a cluster of 2 separate species, C6H11ClN3 in total at a distorted geometry, from the Open Molecules 2025 dataset.

Values from the calculation:
* largest force on an atom: 4.959 eV/Å
* energy above the lowest of the compared OMol25 structures with the same formula, charge and spin: 86.7 kJ/mol
* total charge: +1

Last column: Mulliken charge in e.
CARTESIAN COORDINATES (ANGSTROEM)
C: -0.792 1.521 -0.357  -0.360
C: 0.590 1.207 -0.362  0.553
C: 0.906 -0.309 -0.515  0.495
C: -1.405 -0.696 -0.369  0.536
C: 1.738 2.079 -0.542  -1.303
C: -2.550 -1.574 -0.320  -1.118
N: -1.711 0.558 -0.343  -0.452
N: -0.156 -1.123 -0.556  -0.043
N: 1.086 -0.679 1.714  -0.659
Cl: 2.477 -0.845 -0.956  -0.057
H: -1.177 2.599 -0.235  0.364
H: 2.303 1.862 -1.538  0.304
H: 2.526 2.135 0.195  0.330
H: 1.160 3.023 -0.540  0.354
H: -2.450 -2.666 0.144  0.341
H: -2.965 -1.777 -1.297  0.289
H: -3.255 -1.135 0.366  0.357
H: 0.087 -2.126 -0.542  0.318
H: 2.094 -0.695 1.806  0.295
H: 0.656 -1.502 1.977  0.199
H: 0.839 0.144 2.270  0.257



Entry 2:
The following is a quantum chemistry calculation of a cluster of 2 separate species, C6H11ClO in total at a distorted geometry, from the Open Molecules 2025 dataset.

Values from the calculation:
* largest force on an atom: 5.986 eV/Å
* energy above the lowest of the compared OMol25 structures with the same formula, charge and spin: 718.9 kJ/mol

Last column: Mulliken charge in e.
CARTESIAN COORDINATES (ANGSTROEM)
C: 1.606 0.538 0.127  -1.350
C: 0.408 0.379 -0.824  1.834
C: -0.160 -1.078 -0.782  -1.561
C: -1.311 -0.572 0.086  1.758
C: -1.044 -0.742 1.557  -1.081
C: -0.982 0.863 -0.164  -1.792
H: 2.325 -0.555 -0.046  0.197
H: 2.275 1.612 -0.013  0.377
H: 1.238 0.771 1.256  0.152
H: 2.221 1.579 -1.843  0.383
H: -0.561 -1.564 -1.716  0.408
H: 0.698 -1.747 -0.345  0.146
H: -0.318 0.031 1.937  0.266
H: -0.495 -1.862 1.770  0.234
H: -1.999 -0.452 2.003  0.334
H: -1.483 1.476 -0.832  0.438
H: -0.863 1.887 0.459  0.218
O: 1.025 0.806 -1.972  -0.720
Cl: -2.579 -1.370 -0.660  -0.241



Entry 3:
The following is a quantum chemistry calculation of an isolated molecule of C6H11ClSi at a distorted geometry, from the Open Molecules 2025 dataset.

Values from the calculation:
* SMILES string: C[Si]1(C)CC=C(Cl)C1
* largest force on an atom: 5.097 eV/Å
* energy above the lowest of the compared OMol25 structures with the same formula, charge and spin: 98.1 kJ/mol

Last column: Mulliken charge in e.
CARTESIAN COORDINATES (ANGSTROEM)
C: -1.196 -0.663 2.073  -1.263
Si: -0.430 0.246 0.424  0.340
C: -0.040 2.091 0.474  -1.233
C: -1.010 -0.595 -1.248  -0.647
C: 0.268 -0.529 -2.070  -0.481
C: 1.380 -0.655 -1.407  0.220
Cl: 2.946 -0.820 -2.040  -0.205
C: 1.348 -0.475 0.209  -0.867
H: -2.189 -0.917 1.939  0.378
H: -0.661 -1.580 2.343  0.352
H: -1.060 -0.063 2.917  0.370
H: 0.302 2.315 -0.620  0.276
H: -0.803 2.737 0.666  0.415
H: 0.765 2.458 0.955  0.473
H: -1.934 -0.166 -1.665  0.442
H: -1.192 -1.657 -1.108  0.285
H: 0.047 -0.396 -3.157  0.320
H: 1.296 -1.419 0.755  0.331
H: 2.163 0.087 0.560  0.493



Entry 4:
The following is a quantum chemistry calculation of a structure of composition C6H11CsN2 at a distorted geometry, from the Open Molecules 2025 dataset.

Values from the calculation:
* largest force on an atom: 4.405 eV/Å
* multiplicity: 2
* electronic energy: -363.731777 Eh
* <S²>: 0.766
* total charge: +3

Last column: Mulliken charge in e.
CARTESIAN COORDINATES (ANGSTROEM)
Cs: 7.229 19.577 -15.906  1.049
C: 6.358 17.870 -19.465  -0.828
C: 7.288 17.000 -20.332  -0.307
N: 7.436 15.708 -19.764  0.188
C: 6.505 14.724 -19.425  -0.038
C: 7.257 13.678 -18.939  -0.286
N: 8.549 13.864 -19.111  0.114
C: 8.715 15.166 -19.519  -0.018
C: 9.566 12.932 -18.775  -0.706
H: 5.457 17.290 -19.266  0.438
H: 6.000 18.683 -20.096  0.427
H: 6.796 18.210 -18.527  -0.167
H: 8.246 17.516 -20.395  0.312
H: 6.889 16.869 -21.338  0.341
H: 5.449 14.836 -19.620  0.506
H: 6.977 12.677 -18.645  0.485
H: 9.635 15.659 -19.794  0.425
H: 10.583 13.014 -19.160  0.348
H: 9.273 11.936 -19.107  0.324
H: 9.654 12.992 -17.691  0.392



Entry 5:
The following is a quantum chemistry calculation of a structure of composition C6H11F6N2PRb at a distorted geometry, from the Open Molecules 2025 dataset.

Values from the calculation:
* largest force on an atom: 3.936 eV/Å
* energy above the lowest of the compared OMol25 structures with the same formula, charge and spin: 325.1 kJ/mol
* total charge: +1

Last column: Mulliken charge in e.
CARTESIAN COORDINATES (ANGSTROEM)
Rb: 5.241 0.239 -6.015  1.001
C: 1.427 1.780 0.686  -1.123
C: 0.374 0.918 1.468  -0.383
N: -0.834 1.752 1.757  0.136
C: -0.827 2.855 2.549  -0.329
C: -2.184 3.288 2.690  -0.369
N: -3.025 2.311 2.127  0.126
C: -2.176 1.463 1.506  -0.210
C: -4.495 2.269 2.122  -0.805
H: 1.130 2.731 0.244  0.359
H: 1.957 1.069 0.053  0.334
H: 2.265 2.067 1.321  0.369
H: 0.900 0.728 2.403  0.292
H: 0.018 -0.014 1.029  0.394
H: 0.033 3.290 3.036  0.407
H: -2.564 4.154 3.212  0.417
H: -2.548 0.616 0.949  0.389
H: -4.931 1.959 1.173  0.351
H: -4.860 3.287 2.258  0.308
H: -4.740 1.583 2.933  0.336
P: 2.816 -5.449 -3.917  1.129
F: 1.406 -6.234 -4.049  -0.346
F: 3.626 -6.874 -4.176  -0.372
F: 3.000 -5.274 -5.537  -0.354
F: 4.204 -4.626 -3.653  -0.366
F: 1.974 -4.057 -3.805  -0.359
F: 2.814 -5.834 -2.364  -0.333



Entry 6:
The following is a quantum chemistry calculation of a structure of composition C6H11F6N5O12RbS6 at a distorted geometry, from the Open Molecules 2025 dataset.

Values from the calculation:
* largest force on an atom: 12.334 eV/Å
* electronic energy: -4424.284461 Eh
* total charge: -1

Last column: Mulliken charge in e.
CARTESIAN COORDINATES (ANGSTROEM)
Rb: 9.951 -15.627 19.301  1.094
C: 6.697 -11.098 14.797  -0.813
C: 7.497 -11.821 13.682  -0.697
N: 8.748 -12.439 14.225  0.354
C: 10.006 -11.814 14.407  -0.358
C: 10.980 -12.765 14.878  -0.420
N: 10.244 -13.946 14.962  0.277
C: 8.910 -13.741 14.630  -0.374
C: 10.816 -15.199 15.416  -0.848
H: 7.319 -10.548 15.504  0.247
H: 6.152 -11.868 15.344  0.213
H: 5.952 -10.508 14.264  0.413
H: 7.799 -11.157 12.872  0.387
H: 6.804 -12.495 13.178  0.339
H: 10.037 -10.764 14.153  0.423
H: 12.018 -12.645 15.153  0.423
H: 8.305 -14.627 14.504  0.458
H: 10.610 -15.968 14.671  0.553
H: 10.643 -15.423 16.468  -0.051
H: 11.906 -15.196 15.404  0.328
N: 9.124 -17.644 17.716  0.020
S: 7.467 -18.225 17.565  0.974
O: 7.183 -19.316 18.552  -0.560
O: 6.710 -18.137 16.291  -0.571
F: 6.752 -17.034 18.299  -0.218
S: 9.689 -18.462 16.639  0.939
O: 9.659 -18.018 15.223  -0.600
O: 9.799 -19.933 16.874  -0.606
F: 11.246 -17.978 16.911  -0.351
N: 11.332 -16.784 21.697  -0.044
S: 10.540 -17.102 23.196  0.984
O: 10.554 -15.971 24.129  -0.571
O: 10.425 -18.410 23.786  -0.561
F: 9.078 -17.061 22.570  -0.263
S: 12.677 -17.346 22.102  0.939
O: 12.923 -18.789 22.048  -0.562
O: 13.428 -16.547 23.054  -0.596
F: 13.331 -16.837 20.674  -0.343
N: 8.570 -13.000 19.150  -0.397
S: 9.611 -12.233 18.310  1.222
O: 9.347 -11.047 17.507  -0.540
O: 10.628 -13.167 17.872  -0.606
F: 10.514 -11.534 19.521  -0.381
S: 7.190 -12.859 18.204  1.085
O: 7.152 -13.671 17.006  -0.443
O: 6.515 -11.578 18.110  -0.623
F: 6.248 -13.571 19.276  -0.276



- Which of these has the lowest largest force on an atom?
  C6H11F6N2PRb



- Which of these has the highest largest force on an atom?
  C6H11F6N5O12RbS6